Below is a gas-phase ion, C4H8O3 (charge +1) in a non-equilibrium geometry, with properties calculated with ωB97M-V with the def2-TZVPD basis set.

Element x y z (Å)
O (-0.015, 1.027, -2.189)
C (0.066, -0.003, -1.589)
O (1.094, -0.836, -1.624)
C (-1.058, -0.347, -0.674)
C (-0.384, -0.369, 0.773)
C (0.947, 0.374, 1.039)
O (-1.338, 0.238, 1.652)
H (1.834, -0.510, -2.245)
H (-1.544, -1.301, -0.983)
H (-1.890, 0.495, -0.675)
H (-0.353, -1.426, 0.968)
H (0.876, 1.359, 0.634)
H (1.837, -0.241, 0.603)
H (1.033, 0.537, 2.178)
H (-1.107, 1.002, 2.133)

Charge   +1
Kohn-Sham gap (spin up / spin down)   12.82 / 5.59 eV
2S+1   2
E   -10409.645 eV
Max |F|   4.2 eV/A

Taken from the Mulliken analysis, the atomic charges in e are: number 1, O, carries -0.2716; number 2, C, carries 0.6232; number 3, O, carries -0.4004; number 4, C, carries -0.4114; number 5, C, carries 0.4283; number 6, C, carries -1.4150; number 7, O, carries -0.4067; number 8, H, carries 0.4042; number 9, H, carries 0.3018; number 10, H, carries 0.3073; number 11, H, carries 0.2847; number 12, H, carries 0.4688; number 13, H, carries 0.3062; number 14, H, carries 0.4329; number 15, H, carries 0.3478

=====

Below is a molecular structure, C4H8O3Pb in a non-equilibrium geometry, with properties calculated with ωB97M-V with the def2-TZVPD basis set.

Element x y z (Å)
C (-2.702, 0.996, 0.311)
C (-1.862, 0.990, -0.947)
O (-0.758, 1.858, -0.735)
H (-3.727, 0.661, 0.103)
H (-2.253, 0.348, 1.077)
H (-2.742, 2.016, 0.714)
H (-2.437, 1.345, -1.817)
H (-1.480, -0.017, -1.172)
O (2.518, -0.316, -0.212)
Pb (1.355, 1.393, -0.442)
O (-0.302, 1.753, 0.651)
C (2.477, -1.310, 0.551)
C (3.102, -2.534, 0.194)
H (2.914, -3.431, 0.782)
H (2.081, -1.200, 1.573)
H (3.815, -2.552, -0.631)

Charge   +1
Kohn-Sham gap (spin up / spin down)   9.34 / 6.72 eV
2S+1   2
E   -15655.101 eV
Max |F|   5.0 eV/A

Taken from the Mulliken analysis, the atomic charges in e are: number 1, C, carries -1.0311; number 2, C, carries -0.0333; number 3, O, carries -0.2249; number 4, H, carries 0.3684; number 5, H, carries 0.2635; number 6, H, carries 0.3094; number 7, H, carries 0.2578; number 8, H, carries 0.1812; number 9, O, carries -0.5123; number 10, Pb, carries 1.1367; number 11, O, carries -0.4793; number 12, C, carries 0.4451; number 13, C, carries -0.6338; number 14, H, carries 0.3096; number 15, H, carries 0.3467; number 16, H, carries 0.2964

=====

Below is a molecular structure, C4H8O3Pd in a non-equilibrium geometry, with properties calculated with ωB97M-V with the def2-TZVPD basis set.

Element x y z (Å)
C (-1.808, -2.164, 0.552)
C (-1.915, -0.617, 0.831)
O (-1.447, 0.068, -0.085)
O (-0.866, -2.434, -0.392)
H (-2.837, -2.471, 0.261)
H (-1.616, -2.616, 1.551)
H (-2.450, -0.317, 1.745)
Pd (-0.146, -1.001, -0.693)
O (1.177, -0.258, -0.375)
C (1.404, 0.998, 0.009)
C (1.940, 1.947, -1.026)
H (0.356, 1.337, 0.508)
H (2.971, 1.669, -1.287)
H (1.921, 2.968, -0.625)
H (1.322, 1.926, -1.934)
H (1.994, 0.965, 0.960)

Charge   +1
Kohn-Sham gap (spin up / spin down)   7.81 / 7.68 eV
2S+1   4
E   -13880.819 eV
Max |F|   17.6 eV/A

Taken from the Mulliken analysis, the atomic charges in e are: number 1, C, carries -0.2079; number 2, C, carries 0.1572; number 3, O, carries -0.5041; number 4, O, carries -0.6916; number 5, H, carries 0.3482; number 6, H, carries 0.3519; number 7, H, carries 0.4077; number 8, Pd, carries 1.5110; number 9, O, carries -0.7742; number 10, C, carries -0.0297; number 11, C, carries -1.0037; number 12, H, carries 0.2058; number 13, H, carries 0.3127; number 14, H, carries 0.3369; number 15, H, carries 0.2974; number 16, H, carries 0.2825